No. 1
27
Properties=species:S:1:pos:R:3 method="wB97M-V/def2-TZVPD" homo_ha=-0.4597 lumo_ha=-0.111 total_charge=+1 spin_multiplicity=1 e_above_lowest_ev=2.3931
C 2.94 0.13 0.80
C 2.38 1.35 0.53
C 2.25 -1.11 0.93
C 1.01 1.50 0.32
C 0.80 -0.95 0.85
C 0.35 0.35 0.77
C -0.04 2.42 -0.27
C -0.34 -1.99 0.77
C -1.12 1.37 -0.85
C -1.47 0.29 0.15
C -1.00 -1.73 -1.56
N -1.33 -1.25 -0.08
S -2.88 0.53 1.24
H 3.99 0.08 0.64
H 2.93 2.20 0.34
H 2.69 -2.12 1.18
H -0.50 3.21 0.47
H 0.48 2.98 -1.17
H 0.02 -2.87 0.32
H -0.81 -2.09 1.71
H -1.96 1.98 -1.26
H -0.57 0.92 -1.64
H -1.43 -2.75 -1.69
H -1.36 -0.88 -2.14
H 0.08 -1.79 -1.58
H -2.33 -1.62 0.22
H -2.79 1.83 1.01

No. 2
27
Properties=species:S:1:pos:R:3 method="wB97M-V/def2-TZVPD" homo_ha=-0.3105 lumo_ha=0.010 total_charge=0 spin_multiplicity=1 e_above_lowest_ev=3.1126
C 0.49 -3.30 0.25
C 1.34 -2.52 -0.50
C -0.72 -2.83 0.69
C 0.87 -1.24 -0.86
C -1.19 -1.53 0.51
C -0.39 -0.78 -0.34
C -2.50 -0.97 0.88
C -0.80 0.59 -0.53
C 1.85 3.16 0.57
C 0.07 1.74 -0.61
C 0.77 2.02 0.72
O -1.58 0.70 -2.29
Se -2.39 0.87 0.50
H 0.92 -4.20 0.43
H 2.28 -2.94 -0.83
H -1.41 -3.54 1.36
H 1.51 -0.50 -1.49
H -3.27 -1.52 0.10
H -2.68 -1.28 1.97
H 2.83 2.89 0.31
H 2.12 3.56 1.52
H 1.40 4.00 -0.07
H 0.88 1.50 -1.31
H -0.37 2.71 -0.75
H 0.04 2.28 1.36
H 1.18 1.18 1.09
H -1.24 -0.05 -2.68

No. 3
44
Properties=species:S:1:pos:R:3 method="wB97M-V/def2-TZVPD" homo_ha="-0.2043 / -0.2041" lumo_ha="-0.009 / -0.009" total_charge=-1 spin_multiplicity=1
Au -0.34 -0.12 0.18
F 5.10 0.03 -1.20
C 4.45 1.19 -1.36
F 5.12 1.89 -2.27
F 4.53 1.84 -0.20
S 2.66 0.99 -1.91
O 1.98 0.25 -0.88
O 2.73 0.40 -3.20
N 2.33 2.54 -1.94
S 0.85 2.97 -1.69
O 0.22 2.29 -0.59
O 0.67 4.38 -1.77
C 0.00 2.30 -3.23
F -1.19 2.87 -3.48
F -0.21 0.98 -3.14
F 0.76 2.51 -4.30
Te -2.27 1.55 -0.84
C -4.22 0.74 -0.53
C -4.93 -0.20 -1.21
C -6.26 -0.34 -0.79
C -6.58 0.51 0.22
S -5.23 1.47 0.68
H -4.48 -0.78 -2.00
H -6.97 -1.02 -1.23
H -7.52 0.66 0.71
C 1.99 -1.48 2.16
C 1.55 -0.09 2.60
C 1.78 0.08 4.11
C 0.09 0.17 2.30
H 3.00 -1.69 2.52
H 2.00 -1.55 1.07
H 1.32 -2.24 2.55
H 2.15 0.65 2.06
H 1.22 -0.68 4.66
H 1.45 1.06 4.45
H 2.84 -0.04 4.35
H -0.19 1.21 2.49
H -0.55 -0.49 2.86
B 0.15 -4.65 -0.36
C -0.23 -3.17 -0.40
N -0.56 -2.06 -0.45
H -0.63 -5.18 0.38
H 0.13 -5.12 -1.46
H 1.28 -4.63 0.06

No. 4
39
Properties=species:S:1:pos:R:3 method="wB97M-V/def2-TZVPD" homo_ha=-0.3695 lumo_ha=-0.042 total_charge=0 smiles="BrC(Br)Br.BrC(Br)Br.BrC(Br)Br.O=C1CCCO1.O=C1CCCO1" spin_multiplicity=1 e_above_lowest_ev=1.3176
Br 3.25 -2.32 -1.60
C 4.56 -1.78 -0.13
Br 6.50 -1.78 -0.59
Br 4.27 -2.80 1.56
H 4.36 -0.72 0.03
Br 1.94 -0.45 1.52
C 0.43 0.48 2.47
Br 0.38 2.44 2.12
Br 0.50 0.04 4.38
H -0.50 0.04 2.10
Br 0.47 2.82 6.45
C 0.12 4.54 5.41
Br 1.84 5.55 4.99
Br -1.31 5.65 6.16
H -0.19 4.18 4.43
O 0.03 -2.78 -4.25
C -0.20 -2.97 -3.08
C -0.70 -4.26 -2.43
C -1.25 -3.70 -1.08
C -0.20 -2.56 -0.83
O 0.06 -2.07 -2.15
H -1.58 -4.74 -2.85
H 0.10 -5.00 -2.41
H -2.28 -3.39 -1.24
H -1.13 -4.45 -0.31
H -0.51 -1.86 -0.05
H 0.72 -3.06 -0.53
O -4.14 2.88 -1.09
C -3.03 2.48 -1.42
C -1.75 2.80 -0.70
C -0.76 1.72 -1.26
C -1.27 1.41 -2.59
O -2.75 1.65 -2.44
H -1.49 3.85 -0.89
H -1.94 2.62 0.36
H 0.25 2.13 -1.31
H -0.76 0.82 -0.64
H -0.97 2.22 -3.27
H -1.07 0.37 -2.85

No. 5
27
Properties=species:S:1:pos:R:3 method="wB97M-V/def2-TZVPD" homo_ha="0.0182 / -0.1030" s2=0.768 lumo_ha="0.140 / 0.138" total_charge=-1 spin_multiplicity=2 e_above_lowest_ev=2.4043
C 2.69 0.24 -2.27
C 3.64 -0.71 -1.37
H 1.78 0.16 -1.71
H 3.06 1.27 -2.37
H 2.65 -0.25 -3.22
H 3.99 -1.41 -2.04
H 3.25 -1.11 -0.38
H 4.54 -0.29 -0.99
C 0.20 -1.24 3.03
C -0.40 0.24 0.76
C -0.45 -0.90 1.71
C -1.49 -0.02 -0.12
C -1.66 -1.59 1.49
C 0.42 1.28 0.43
C -1.82 0.70 -1.36
C 0.21 1.85 -0.77
C -0.89 1.80 -1.58
N -2.27 -1.10 0.39
H 1.15 1.65 1.22
H 0.18 -2.41 3.22
H -0.46 -0.86 3.89
H -2.04 -2.35 2.10
H -3.13 -1.43 -0.06
H -2.84 0.58 -1.59
H 0.97 2.73 -1.06
H -0.98 2.34 -2.49
H 1.13 -0.82 3.07

No. 6
27
Properties=species:S:1:pos:R:3 method="wB97M-V/def2-TZVPD" homo_ha=-0.2872 lumo_ha=0.033 total_charge=0 smiles=Cc1c[nH]c2ccccc12.CC spin_multiplicity=1 e_above_lowest_ev=3.0887
C 1.11 1.95 1.87
C 0.05 1.35 0.92
C -1.27 1.00 1.16
N -1.86 0.78 -0.13
C -0.79 0.42 -0.94
C -0.73 -0.29 -2.13
C 0.48 -0.39 -2.78
C 1.69 0.08 -2.25
C 1.73 0.60 -0.92
C 0.43 0.80 -0.35
H 0.90 2.44 2.81
H 1.49 2.97 1.45
H 1.91 1.19 2.17
H -1.87 0.99 2.01
H -2.75 0.45 -0.23
H -1.64 -0.95 -2.31
H 0.71 -0.98 -3.75
H 2.51 -0.02 -2.92
H 2.59 0.99 -0.45
C -0.38 -3.28 1.81
C -0.44 -1.77 2.01
H -1.24 -3.69 2.09
H 0.08 -3.46 0.84
H 0.42 -3.76 2.55
H 0.61 -1.31 2.12
H -0.80 -1.30 1.18
H -1.13 -1.83 2.90

No. 7
27
Properties=species:S:1:pos:R:3 method="wB97M-V/def2-TZVPD" homo_ha=-0.2898 lumo_ha=0.033 total_charge=0 smiles=Cc1c[nH]c2ccccc12.CC spin_multiplicity=1 e_above_lowest_ev=1.4542
C -2.66 -0.39 -1.93
C -1.43 -0.57 -1.13
C -1.08 -1.59 -0.27
N 0.15 -1.32 0.33
C 0.75 -0.21 -0.27
C 2.02 0.28 -0.32
C 2.24 1.47 -1.00
C 1.25 2.08 -1.80
C -0.06 1.60 -1.62
C -0.28 0.34 -1.08
H -3.48 0.18 -1.46
H -3.04 -1.39 -2.16
H -2.61 0.02 -2.94
H -1.65 -2.35 0.22
H 0.68 -2.10 0.70
H 2.77 -0.24 0.26
H 3.27 1.76 -1.07
H 1.41 3.08 -2.21
H -0.87 2.23 -2.06
C -0.86 -0.45 3.76
C 0.64 -0.66 3.47
H -1.35 0.47 3.50
H -1.32 -1.04 2.92
H -1.27 -0.82 4.70
H 0.96 0.33 3.17
H 1.08 -0.94 4.45
H 0.78 -1.41 2.71

No. 8
27
Properties=species:S:1:pos:R:3 method="wB97M-V/def2-TZVPD" homo_ha=-0.2858 lumo_ha=0.034 total_charge=0 smiles=Cc1c[nH]c2ccccc12.CC spin_multiplicity=1 e_above_lowest_ev=2.7999
C 0.94 2.09 1.75
C 0.07 1.82 0.54
C -1.30 1.71 0.59
N -1.87 0.82 -0.37
C -0.76 0.49 -1.26
C -0.81 -0.31 -2.43
C 0.45 -0.60 -2.90
C 1.61 -0.03 -2.44
C 1.59 0.95 -1.39
C 0.40 1.13 -0.65
H 0.28 2.10 2.62
H 1.78 2.93 1.55
H 1.59 1.28 1.87
H -1.91 2.25 1.25
H -2.92 0.85 -0.52
H -1.60 -0.69 -2.91
H 0.42 -1.50 -3.56
H 2.63 -0.23 -2.80
H 2.49 1.59 -1.30
C -0.24 -2.91 1.49
C -0.45 -1.34 1.56
H -1.15 -3.36 1.92
H -0.33 -3.37 0.51
H 0.61 -3.13 2.06
H 0.31 -0.90 2.14
H -0.57 -0.78 0.55
H -1.27 -0.88 2.14